This record from the OMol25 dataset describes an isolated molecule of C3H5NO2 in a non-equilibrium geometry. The level of theory is ωB97M-V/def2-TZVPD.

The SMILES is O=C1NCCO1. The value obtained for the LUMO energy is 0.68 eV. The frontier orbital gap is 11.17 eV. The calculation puts the relative energy (zero: lowest compared OMol25 entry of this formula, charge and spin) at 18.70 kcal per mole. The HOMO energy is -10.5 eV. As for the total energy: -8776.8836 eV.

```
! wB97M-V def2-TZVPD RIJCOSX def2/J DEFGRID3
* xyz 0 1
O -2.18041 0.85842 -1.20045
C -1.21084 0.39711 -0.67440
N -0.14349 1.21623 -0.16491
C 0.81871 0.29757 0.48738
C 0.14434 -1.08546 0.38055
O -0.85347 -0.90653 -0.63524
H 0.14732 1.50741 -1.10115
H 1.76004 0.33400 -0.06816
H 1.04573 0.57992 1.52206
H -0.36667 -1.36149 1.30928
H 0.83246 -1.89465 0.10983
*
```